1.
# C7H12FN3

A single C7H12FN3 molecule at a distorted geometry (wB97M-V/def2-TZVPD, the Open Molecules 2025 dataset).

Geometry as ORCA input:
```
! wB97M-V def2-TZVPD RIJCOSX def2/J DEFGRID3
* xyz 0 1
F 3.019 -2.418 -0.913
N 1.840 -1.753 -1.237
C 2.023 -0.695 -1.892
C 0.868 0.120 -2.362
C -0.437 -0.147 -1.605
N -0.347 0.186 -0.206
C 0.069 1.402 0.250
N 0.147 1.789 1.450
C -0.224 0.890 2.513
C -0.248 -0.578 2.082
C -1.000 -0.673 0.758
H 3.017 -0.342 -2.173
H 0.715 -0.112 -3.422
H 1.140 1.176 -2.304
H -1.251 0.404 -2.104
H -0.663 -1.214 -1.671
H 0.381 2.113 -0.505
H -1.208 1.200 2.884
H 0.496 1.047 3.322
H 0.775 -0.925 1.928
H -0.722 -1.209 2.834
H -1.003 -1.702 0.386
H -2.044 -0.351 0.896
*
```

HOMO, eV: -8.318
Maximum force, eV Å⁻¹: 1.01
SMILES: F/N=C/CCN1C=NCCC1
Kohn-Sham gap, eV: 9.1

2.
# C7H12I2N2

A molecular structure, C7H12I2N2 at a distorted geometry (wB97M-V/def2-TZVPD, the Open Molecules 2025 dataset).

Geometry as ORCA input:
```
! wB97M-V def2-TZVPD RIJCOSX def2/J DEFGRID3
* xyz 0 3
C 0.393 -1.774 0.173
C -0.256 2.188 -0.024
C 1.530 -4.003 0.056
C -2.356 3.517 -0.673
C 0.129 -3.324 0.441
C -1.542 2.853 0.430
C 1.691 1.026 0.247
N 0.640 -1.044 1.118
N 0.682 1.752 0.672
I 1.860 0.577 -1.843
I 3.286 0.633 1.478
H 0.423 -1.520 -0.847
H -0.173 2.062 -1.200
H 1.672 -4.070 -0.950
H 1.598 -5.011 0.376
H 2.213 -3.420 0.609
H -3.382 3.698 -0.556
H -2.241 2.740 -1.458
H -2.023 4.451 -1.344
H -0.668 -3.764 -0.321
H -0.207 -3.417 1.400
H -2.075 2.180 1.082
H -1.191 3.669 1.136
*
```

HOMO (spin up / spin down), eV: -7.234 / -9.262
Maximum force, eV Å⁻¹: 5.42
Kohn-Sham gap (spin up / spin down), eV: 7.1 / 7.9